DFT (the ωB97M-V functional and the def2-TZVPD basis) results for a cluster of 7 separate species, C3H18N2O9 in total.

Geometry (Å):
O -0.94974 -0.22550 0.84803
C -0.95488 1.00855 0.89096
N -1.55267 1.65248 1.94720
C -0.46470 1.83169 -0.29817
N -0.69852 1.10729 -1.54783
C 0.03575 -0.04689 -1.80090
O 1.29423 -0.04659 -1.36191
O -0.41433 -0.95158 -2.48945
H -1.31175 2.59806 2.14940
H -1.78843 1.12855 2.75665
H 0.62465 2.02286 -0.13337
H -0.95590 2.79968 -0.36541
H -1.73252 1.04738 -1.85329
H 1.74293 -1.08828 -1.45298
H 3.46380 1.62057 0.11420
H 2.30968 0.56215 -0.09790
O 2.88419 0.96282 0.55989
H 1.74093 1.37879 1.79222
H 0.84050 0.70561 2.86382
O 0.95518 1.56028 2.33491
H 0.75340 -1.60926 3.22161
H -0.37579 -0.81974 2.37445
O 0.11425 -0.83260 3.22740
H 1.09266 -2.59118 -0.78920
H 1.90654 -2.82797 -2.17917
O 2.00675 -2.45897 -1.26813
H -0.56729 -1.80063 0.16603
H -0.86373 -2.38119 -1.19156
O -0.46297 -2.60352 -0.33954
H -2.16523 -0.62963 -2.87633
H -3.54524 -0.86376 -2.39542
O -2.96176 -0.20947 -2.80621

- Multiplicity: 1
- Net charge: 0
- Kohn-Sham gap: 10.64 eV
- E_HOMO: -10.19 eV
- E_LUMO: 0.017 Eh



DFT (the ωB97M-V functional and the def2-TZVPD basis) results for a cluster of 16 separate species, C3H39NO15S in total.

Geometry (Å):
C -2.06786 1.74398 -3.33767
C -2.34964 1.43733 -1.84477
C -3.29293 2.36737 -1.09768
S -2.84977 4.11958 -0.89420
N -2.94958 0.07304 -1.67061
H -1.03620 2.08284 -3.34542
H -2.09665 0.78718 -3.87093
H -2.73990 2.47652 -3.77117
H -1.34817 1.33849 -1.45404
H -3.32481 2.01501 -0.05903
H -4.30616 2.31794 -1.50412
H -1.64102 3.87844 -0.32809
H -3.63505 0.04076 -0.90980
H -3.62654 -0.17646 -2.38944
H 0.62117 -0.00798 -1.50983
H 2.01213 0.38662 -1.42663
O 1.15204 0.77693 -1.69974
H 2.36262 1.01192 1.02017
H 2.50499 -0.16148 2.12870
O 1.93891 0.24216 1.42917
H -0.50891 0.21798 3.28626
H 0.18432 -0.12259 1.98622
O -0.28817 -0.52642 2.71041
H 4.16719 -2.75336 0.46527
H 3.21272 -3.72543 0.99355
O 3.55337 -3.42429 0.14990
H 4.07270 0.15272 -2.51464
H 3.20476 -1.11101 -2.17513
O 3.63977 -0.32569 -1.82927
H 2.45824 3.09795 0.08410
H 3.43644 1.94437 -0.49485
O 3.17034 2.47897 0.25207
H 1.71363 2.19275 4.08692
H 1.04579 1.10543 3.32991
O 0.82778 1.87360 3.87589
H -1.21520 0.94267 0.52720
H 0.23880 1.35203 0.59139
O -0.65340 1.71958 0.54691
H -2.33641 -0.47490 1.09182
H -3.59234 -0.83886 1.79773
O -3.25990 -0.70182 0.90017
H 1.73837 -3.84464 2.36350
H 0.45172 -3.14837 2.40893
O 1.17250 -3.40183 2.99914
H 1.22452 2.40442 -2.07422
H 1.72512 3.54852 -3.06892
O 1.53765 3.32562 -2.16912
H -0.53381 -2.48774 0.71361
H -1.15008 -1.52032 -0.41843
O -0.68605 -1.59421 0.41903
H 0.10520 -3.00029 -1.70346
H -1.40227 -3.09787 -1.62721
O -0.67912 -2.95224 -2.26072
H 2.28713 -1.80473 3.46623
H 2.64415 -0.56501 4.12042
O 3.02318 -1.16196 3.45626
H -2.92429 -4.22274 0.06053
H -2.71835 -2.73248 0.09637
O -2.21469 -3.56796 0.09138

- Multiplicity: 1
- Net charge: 0
- Kohn-Sham gap: 8.20 eV
- E_HOMO: -8.38 eV
- E_LUMO: -0.007 Eh



DFT (the ωB97M-V functional and the def2-TZVPD basis) results for a cluster of 2 separate species, C4H9N3O2S in total.

Geometry (Å):
C 1.21929 0.88552 -0.84600
C 2.15229 1.10172 1.08638
C 3.43054 -0.21119 -0.61834
C -3.01658 0.67970 1.36529
N 0.46900 1.66803 -0.07019
N 1.02036 1.75456 1.12954
N 2.31648 0.50642 -0.15038
O -2.06275 1.41657 -0.98441
O -1.88690 -1.00845 -0.35598
S -2.82578 0.07386 -0.44209
H 0.91949 0.84544 -1.88808
H -1.14140 1.52919 -0.48182
H 2.85590 0.87703 1.90293
H 3.10973 -0.85874 -1.43636
H 4.07291 0.51283 -1.03630
H 3.94295 -0.85929 0.16183
H -3.00116 -0.20451 2.05857
H -2.03758 1.30514 1.30702
H -3.98398 1.32095 1.43602

- Multiplicity: 1
- Net charge: 0
- Kohn-Sham gap: 9.06 eV
- E_HOMO: -8.55 eV
- E_LUMO: 0.019 Eh



DFT (the ωB97M-V functional and the def2-TZVPD basis) results for an isolated molecule of C20H28FN3O3.

Geometry (Å):
C -7.28519 -2.05078 0.28086
H -7.36301 -2.12860 -0.81026
O -6.03707 -2.51347 0.73409
C -4.92152 -1.95146 0.08604
C -4.63528 -0.50130 0.50515
N -3.50908 0.04527 -0.23008
C -2.22797 -0.40900 0.28052
H -2.22039 -1.49856 0.30974
C -1.10573 0.07197 -0.64331
N -1.12751 1.51315 -0.72422
C -0.22552 2.40227 -0.25129
O -0.42279 3.60220 -0.30999
C 1.08402 1.84789 0.30618
C 2.01411 1.50472 -0.85611
N 3.31073 1.06877 -0.38270
C 3.89474 1.47539 0.76954
O 5.03957 1.15873 1.03869
C 3.05555 2.27981 1.74494
C 1.79248 2.89381 1.16189
H 1.13564 3.23808 1.96225
H 2.02965 3.75864 0.54103
H 3.70330 3.04372 2.17804
H 2.79830 1.58843 2.55420
C 4.12603 0.25701 -1.27516
C 4.37819 -1.11007 -0.69004
C 3.33004 -1.97104 -0.39243
C 3.52274 -3.21973 0.16462
C 4.81349 -3.63337 0.44258
C 5.87998 -2.79674 0.16134
C 5.66169 -1.54951 -0.39659
H 6.49348 -0.89235 -0.59483
H 6.88702 -3.11408 0.38403
H 4.98132 -4.60483 0.88153
H 2.66947 -3.84586 0.37385
F 2.05432 -1.58259 -0.65945
H 3.60566 0.17104 -2.23154
H 5.08878 0.75363 -1.43084
H 1.58254 0.70729 -1.46627
H 2.12784 2.39495 -1.49229
H 0.90233 0.95716 0.91302
C -2.41071 1.99133 -1.19868
C -3.52313 1.49867 -0.27546
H -4.48636 1.82979 -0.66841
H -3.38240 1.94068 0.72691
H -2.38019 3.08121 -1.21702
H -2.57952 1.60664 -2.20913
H -0.14893 -0.30317 -0.29148
H -1.28783 -0.32786 -1.64713
H -2.04542 -0.02939 1.30318
H -4.48303 -0.46350 1.59683
H -5.51153 0.10578 0.26698
H -5.04711 -1.98499 -1.00581
H -4.08710 -2.59953 0.36242
H -7.47601 -1.01339 0.57675
H -8.03266 -2.69287 0.74335

- Multiplicity: 1
- Net charge: 0
- Kohn-Sham gap: 9.71 eV
- E_HOMO: -9.03 eV
- E_LUMO: 0.025 Eh



DFT (the ωB97M-V functional and the def2-TZVPD basis) results for the ion C7H15N3 with charge +2.

Geometry (Å):
C -0.71139 1.01421 -0.28690
C 2.29837 0.11748 -0.10134
C 1.49135 0.91530 0.85326
C 1.27257 -0.80641 -0.98847
C -1.18768 -1.48459 -0.72313
C -0.91599 -0.44950 0.22785
C -1.58761 -0.55952 1.59758
N 0.36651 1.50702 0.12414
N -1.59768 1.62702 -1.02962
N 0.19279 -1.33306 -0.23404
H 2.69806 0.77549 -0.92671
H 3.09920 -0.42882 0.39697
H 1.23010 0.43098 1.83584
H 2.02861 1.82354 1.13309
H 0.71895 -0.27866 -1.79777
H 1.97901 -1.48135 -1.62913
H -1.66476 -2.44009 -0.51750
H -1.40838 -1.12959 -1.84120
H -1.81616 -1.67860 1.83032
H -2.63280 -0.17350 1.61698
H -1.00353 -0.09871 2.42097
H 0.57125 2.49872 -0.21562
H -2.46995 1.04312 -1.12923
H -1.49165 2.64601 -1.15416
H 0.54083 -2.05649 0.53783

- Multiplicity: 1
- Net charge: +2
- Kohn-Sham gap: 12.13 eV
- E_HOMO: -19.28 eV
- E_LUMO: -0.263 Eh



DFT (the ωB97M-V functional and the def2-TZVPD basis) results for a structure of composition C24H35I2N7O3RhS.

Geometry (Å):
Rh -1.18213 -0.78978 -0.00347
I 1.63468 -3.38889 3.86815
C 0.01787 -2.03930 4.31421
I -1.39227 -1.26252 2.66669
H 0.40005 -1.08779 4.68616
H -0.61569 -2.68120 4.95272
N -3.97054 4.57616 -0.37493
C -3.33241 3.42027 -0.14332
C -4.02068 2.18578 -0.31467
C -3.31272 1.01670 -0.41115
N -2.02361 0.99234 -0.04757
C -1.30820 2.15546 0.18486
C -1.95587 3.38673 0.13906
H -4.92597 4.63113 -0.69996
H -3.47370 5.47121 -0.42773
H -5.10382 2.25699 -0.48032
H -3.76110 0.05662 -0.76028
H -0.28767 2.09098 0.47615
H -1.45380 4.29936 0.40169
C -0.94663 -4.24299 0.13676
N 0.32303 -4.02413 -0.54545
C 0.69914 -5.03199 -1.54770
C 1.79676 -4.59799 -2.51134
C 2.92825 -4.00005 -1.68924
N 2.41886 -3.05496 -0.68908
C 3.32305 -1.93005 -0.30033
C 1.08837 -2.92579 -0.37008
O 0.65284 -1.86204 0.20897
H -1.06944 -5.29666 0.42500
H -1.82747 -3.87591 -0.43472
H -0.95123 -3.64473 1.06674
H -0.20468 -5.32320 -2.12103
H 1.06065 -5.94417 -1.01291
H 1.42418 -3.86052 -3.26049
H 2.21049 -5.46779 -3.01684
H 3.65596 -3.45806 -2.32364
H 3.51863 -4.77479 -1.20978
H 3.31804 -1.17549 -1.08415
H 4.32046 -2.35186 -0.25582
H 2.97644 -1.49067 0.66457
C -0.76843 4.76992 4.35256
S -0.34187 3.05511 3.98146
O -0.28259 2.34745 5.27492
C 1.39006 3.23271 3.46226
C 1.72074 4.10099 2.43861
C 3.07515 4.12693 2.06129
C 3.99492 3.29047 2.68884
C 3.64832 2.47361 3.74389
C 2.31352 2.50350 4.17294
H -1.45113 4.63821 5.19833
H -1.18430 5.12968 3.40890
H 0.07057 5.36445 4.70864
H 0.98762 4.71723 1.95443
H 3.40112 4.77084 1.21310
H 5.03692 3.34067 2.36233
H 4.39882 1.87564 4.27698
H 1.94614 1.93323 5.05355
C -2.95674 -1.74559 -4.95289
N -2.00273 -1.05114 -4.11100
C -1.15527 -0.17457 -4.74324
C -0.14593 0.41396 -4.00730
C -0.03163 0.14105 -2.62672
N -0.96418 -0.64767 -2.05223
C -1.91795 -1.36910 -2.74715
O -2.71326 -2.12161 -2.18939
N 0.92167 0.81799 -1.91814
H -2.50436 -2.55481 -5.54360
H -3.41537 -1.07097 -5.64640
H -3.74886 -2.15818 -4.29752
H -1.35001 0.08174 -5.79421
H 0.59092 1.05904 -4.48890
H 1.68012 1.21963 -2.45509
H 1.10984 0.53325 -0.93499

- Multiplicity: 5
- Net charge: +3
- Kohn-Sham gap (spin up / spin down): 7.40 / 3.70 eV
- E_HOMO (spin up / spin down): -15.28 / -15.71 eV
- E_LUMO (spin up / spin down): -0.290 / -0.441 Eh



DFT (the ωB97M-V functional and the def2-TZVPD basis) results for a structure of composition C8H12HgN2O4.

Geometry (Å):
O -3.77753 -3.12314 -2.91056
C -3.73489 -2.04879 -2.52479
Hg -2.88342 1.12785 -0.65636
C -4.71454 0.94161 0.57249
C -2.75473 2.22082 -3.13762
O -5.01698 1.32233 1.63047
O -2.52828 3.11159 -3.81886
C -0.62862 -0.60540 2.24209
N 0.64636 -0.43439 1.56984
C 1.82979 -0.67290 2.38519
C 0.58115 -0.08664 0.25255
O -0.56240 0.07051 -0.26331
N 1.65974 0.11522 -0.57548
C 3.08124 0.02049 -0.29755
C 1.32286 0.47721 -1.93212
H -0.42165 -0.87527 3.29361
H -1.22959 -1.39440 1.75016
H -1.22585 0.32452 2.19088
H 2.42625 -1.50514 1.97866
H 2.45472 0.23189 2.43776
H 1.46270 -0.93188 3.38974
H 3.51332 -0.74382 -0.96259
H 3.53732 1.00303 -0.49753
H 3.25406 -0.25841 0.74256
H 0.71828 -0.30509 -2.41696
H 0.72376 1.40030 -1.96510
H 2.26693 0.61790 -2.47717

- Multiplicity: 1
- Net charge: +2
- Kohn-Sham gap (spin up / spin down): 9.12 / 4.29 eV
- E_HOMO (spin up / spin down): -18.21 / -15.42 eV
- E_LUMO (spin up / spin down): -0.334 / -0.409 Eh



DFT (the ωB97M-V functional and the def2-TZVPD basis) results for an isolated molecule of C15H16BNO5.

Geometry (Å):
O -2.86501 -0.45995 1.50066
O 4.90192 0.64729 2.94585
O 4.01098 2.76082 2.26907
O -1.11764 -1.10858 3.52590
O -1.72478 1.48109 -1.09071
B 3.83619 1.46336 2.68120
C -2.12455 0.31164 0.94882
C -2.04596 -0.80775 -1.96594
C -0.57667 0.67765 -3.08236
C 1.01953 -0.44001 4.23057
C 2.23869 0.19097 4.05002
C 1.45091 0.96760 1.90277
C -1.77586 -1.78022 -2.92258
C -0.35563 -0.28249 -4.05066
C -1.47169 0.46032 -2.01650
C 0.01802 -0.40158 3.28926
C 2.40806 0.89939 2.88857
C 0.23578 0.37002 2.11476
C -0.97629 -1.51732 -3.98251
N -0.77105 0.59320 1.14105
C -2.70036 1.16532 -0.12463
C -0.68166 -2.54036 -5.03437
H 5.70049 1.20741 2.91222
H 3.15344 3.21680 2.12091
H -1.72523 -0.95000 2.76559
H -2.62682 -1.09507 -1.11869
H -0.13975 1.63272 -3.18097
H 0.89668 -1.06624 5.07378
H 3.04349 -0.01473 4.71469
H 1.64511 1.51714 1.02011
H -2.25067 -2.76131 -2.83252
H 0.23017 -0.02402 -4.92437
H -0.44585 1.24106 0.44205
H -3.55318 0.70306 -0.61929
H -3.05559 2.10855 0.31859
H -0.67633 -2.08642 -6.04132
H 0.31274 -2.94400 -4.85124
H -1.44164 -3.33533 -5.01774

- Multiplicity: 1
- Net charge: 0
- Kohn-Sham gap: 8.62 eV
- E_HOMO: -8.24 eV
- E_LUMO: 0.014 Eh